No. 1
CH14O6 | the ωB97M-V functional and the def2-TZVPD basis

```
! RIJCOSX wB97M-V def2-TZVPD def2/J DEFGRID3
* xyz 1 2
O 0.355 -0.272 -2.225
O -1.406 1.065 -0.026
O 2.526 1.059 1.073
O 2.997 -0.854 -1.306
O -3.658 -1.162 1.350
O -0.127 -1.667 0.392
C -0.767 2.070 0.819
H 0.067 1.441 1.186
H -0.068 -0.709 -2.988
H 3.694 -0.194 -1.456
H 0.440 -1.116 -0.210
H 2.453 0.368 0.397
H -3.669 -2.123 1.155
H -0.346 0.294 -1.887
H -0.385 2.864 0.206
H -1.465 2.436 1.579
H -3.562 -1.075 2.312
H -2.269 0.873 0.421
H 2.381 -0.436 -1.951
H -0.682 -0.926 0.734
H 1.925 0.632 1.702
*
```

For the highest occupied orbital energy (alpha / beta), the calculation gives -0.5495 / -0.5491 Eh. The LUMO energy (alpha / beta) is -3.75 / -10.78 eV. Its energy above the lowest of the compared OMol25 structures with the same formula, charge and spin is 1.213 eV.

natural (NBO) atomic charge list, values in e, 2 entries: atom 1 (O): -0.9621, atom 2 (O): -0.4472

---

No. 2
C5H5NOS | the ωB97M-V functional and the def2-TZVPD basis

```
! RIJCOSX wB97M-V def2-TZVPD def2/J DEFGRID3
* xyz 0 1
S -2.503 -0.632 -0.027
O 1.837 -1.190 -0.305
N -0.159 0.093 -0.183
C -0.837 1.262 0.087
C -2.160 1.056 0.202
C 1.454 -1.929 0.706
C -0.860 -1.039 -0.283
C 1.279 0.109 -0.362
H 1.931 -2.914 0.529
H 1.530 0.500 -1.358
H -2.946 1.752 0.398
H -0.294 2.184 0.184
H 1.727 0.748 0.412
*
```

For the highest occupied orbital energy, the calculation gives -0.2923 Eh. The LUMO energy is 0.62 eV. Its energy above the lowest of the compared OMol25 structures with the same formula, charge and spin is 5.245 eV.

natural (NBO) atomic charge list, values in e, 2 entries: atom 1 (S): 0.4212, atom 2 (O): -0.4855

---

No. 3
C41H60FN19O3 | the ωB97M-V functional and the def2-TZVPD basis

```
! RIJCOSX wB97M-V def2-TZVPD def2/J DEFGRID3
* xyz 0 1
F 0.375 0.177 2.764
O 0.244 -1.796 0.456
O -1.830 -2.576 1.072
O -0.361 -1.923 2.579
N -0.547 -5.763 -4.119
N 3.372 -0.749 -3.020
N -3.302 3.460 -1.420
N 3.553 -3.135 3.563
N -1.699 -6.029 4.550
N -0.220 0.887 -2.891
N 4.067 0.381 2.181
N 6.381 1.002 -1.933
N -0.595 7.513 -0.865
N -4.546 -2.336 4.129
N -7.399 -2.524 -0.774
N -4.416 -5.222 -5.179
N 2.862 3.830 -4.405
N 5.242 1.638 -8.058
N -0.192 -1.592 5.946
N 0.175 3.411 0.120
N 2.797 0.757 5.561
N -4.217 -0.430 0.723
N -1.273 3.803 3.176
C 0.479 1.946 5.437
C 6.276 0.016 -1.359
C 2.666 3.306 -3.405
C -3.870 -1.422 4.150
C 0.757 -1.104 2.623
C -4.118 -4.801 -4.177
C -1.505 -7.006 -6.168
C 3.592 2.948 2.098
C 0.479 7.172 -1.061
C -0.797 -2.102 1.344
C -6.840 -3.131 1.689
C 0.702 -4.026 5.813
C 1.384 -1.310 1.232
C -2.977 -0.273 3.834
C -1.928 6.249 2.739
C 1.848 6.722 -1.321
C 2.473 2.633 -2.129
C -2.558 -5.871 3.798
C 5.397 2.740 -7.710
C -1.700 1.689 0.566
C -1.522 4.890 3.037
C 4.336 0.064 -5.301
C -0.886 -6.319 -5.076
C -0.612 2.604 0.275
C -3.639 -5.490 2.882
C -4.850 0.007 -0.170
C 5.919 -1.113 -0.550
C 3.880 1.508 2.093
C -0.404 -0.232 -2.705
C 1.765 1.172 5.414
C 4.160 -2.320 4.036
C -0.673 -1.607 -2.546
C -7.213 -2.761 0.337
C -3.887 -4.126 -2.889
C -2.690 4.092 -2.144
C 5.304 4.106 -7.352
C 0.241 -2.642 5.977
C 5.038 -1.409 4.788
C -1.942 4.777 -3.190
C 3.799 -0.339 -4.001
C -5.606 0.288 -1.402
H 5.711 -1.857 5.502
H -6.203 1.180 -1.442
H -2.418 -7.547 -5.977
H -0.732 -7.619 -6.631
H -0.998 6.836 2.566
H -6.096 -2.477 2.070
H 5.622 -0.827 4.104
H 5.298 4.732 -8.270
H 3.325 3.373 1.139
H -1.985 -0.586 4.124
H 2.469 7.446 -1.864
H 2.118 3.384 -1.391
H 3.416 2.063 -1.861
H -1.356 0.695 0.730
H -1.229 -1.677 -1.640
H 4.506 3.453 2.439
H -3.256 0.577 4.406
H -7.728 -3.291 2.366
H -1.293 -1.987 -3.408
H 2.184 -2.026 1.258
H 1.780 1.846 -2.293
H -4.034 -2.999 -3.142
H -2.414 6.603 3.627
H 1.477 -3.902 5.030
H 1.651 -0.331 0.817
H -2.922 -4.324 -2.362
H -4.954 0.371 -2.237
H -1.332 5.579 -2.858
H -4.652 -4.417 -2.207
H 0.363 2.597 4.586
H -6.279 -4.049 1.636
H 1.744 5.841 -2.022
H -2.600 6.206 1.878
H -0.176 -4.577 5.484
H -1.743 -6.283 -6.975
H 4.884 -0.773 -5.683
H 4.498 4.230 -6.703
H 3.580 0.352 -5.939
H -6.290 -0.556 -1.485
H -3.938 -4.469 3.276
H -2.370 1.644 -0.291
H -1.377 4.060 -3.805
H -3.066 0.017 2.752
H -0.315 1.256 5.592
H 5.764 -2.020 -1.181
H 0.175 -2.247 -2.471
H 5.020 0.930 -5.102
H 0.634 2.561 6.355
H 4.296 -0.800 5.325
H -2.325 2.025 1.419
H 1.113 -4.426 6.728
H 1.285 -1.455 3.501
H 2.830 3.297 2.836
H -4.467 -6.213 3.007
H 2.384 6.457 -0.396
H -3.417 -5.539 1.842
H -2.682 5.260 -3.871
H 6.142 4.314 -6.753
H 5.006 -0.877 -0.048
H 6.619 -1.345 0.251
*
```

For the highest occupied orbital energy, the calculation gives -0.4182 Eh. The LUMO energy is 0.29 eV.

Löwdin atomic charge list, values in e, 2 entries: atom 1 (F): 0.0659, atom 2 (O): 0.0245

---

No. 4
C2 | the ωB97M-V functional and the def2-TZVPD basis

```
! RIJCOSX wB97M-V def2-TZVPD def2/J DEFGRID3
* xyz 0 1
C -0.737 -0.394 0.585
C 0.737 0.394 -0.585
*
```

For the highest occupied orbital energy, the calculation gives -0.3336 Eh. The LUMO energy is -2.70 eV. Its energy above the lowest of the compared OMol25 structures with the same formula, charge and spin is 4.006 eV.

For reference, the natural (NBO) charges in units of e are: atom 1 (C): 0.0000, atom 2 (C): 0.0000

---

No. 5
C29H36BiGeN13S | the ωB97M-V functional and the def2-TZVPD basis

```
! RIJCOSX wB97M-V def2-TZVPD def2/J DEFGRID3
* xyz 1 2
Bi 0.178 0.228 0.990
Ge -1.910 -1.907 1.106
S -2.071 1.490 0.004
N 1.465 1.755 -0.054
N 2.556 3.064 -1.415
N -0.876 3.318 -1.502
N -1.834 1.594 -2.671
N 2.305 3.704 -0.243
N 1.658 2.946 0.562
N 0.257 -2.063 -2.556
N 0.504 -0.566 -1.063
N 2.267 -2.462 0.673
N 1.981 0.905 -2.233
N 1.072 -1.127 -3.090
N -0.082 -1.743 -1.360
N 2.153 -1.245 1.252
C 3.544 -2.869 0.623
C -0.477 4.089 -2.683
C -0.547 -4.350 0.798
C 4.303 -1.852 1.173
C -2.818 -0.868 2.490
C -4.031 -3.576 -2.174
C 2.016 1.879 -1.261
C -1.539 2.168 -1.515
C -0.694 -3.292 1.669
C -5.571 -3.187 -0.375
C -2.998 -3.049 -1.413
C 3.924 -4.200 0.071
C 3.649 0.477 2.171
C 0.328 -5.421 1.086
C 0.842 -2.147 4.893
C -3.239 -2.585 -0.117
C 1.214 -0.227 -2.137
C -1.602 4.952 -3.231
C 1.685 -3.241 5.189
C 0.070 -2.153 3.769
C 0.091 -3.249 2.867
C -2.581 0.344 -2.858
C 1.742 -4.302 4.336
C 3.393 -0.856 1.547
C 0.960 -4.327 3.153
C 1.055 -5.408 2.240
C -5.319 -3.643 -1.659
C -4.540 -2.656 0.389
C -4.010 0.600 -3.295
H -2.210 -0.082 2.937
H -2.553 -0.192 -1.914
H 3.798 -4.979 0.825
H -0.765 3.745 -0.593
H 1.438 -2.974 0.393
H -1.120 -4.384 -0.118
H 1.726 -6.226 2.475
H 2.391 -5.143 4.548
H -4.052 1.146 -4.238
H -3.121 -1.548 3.288
H 2.769 0.845 2.700
H 0.409 -6.248 0.394
H -0.577 -1.308 3.571
H -1.955 5.649 -2.473
H -6.123 -4.051 -2.257
H -2.032 -0.251 -3.588
H -4.550 1.171 -2.539
H -1.616 2.111 -3.511
H -6.570 -3.245 0.037
H 0.379 4.687 -2.380
H 2.516 1.047 -3.074
H -0.098 3.393 -3.435
H -2.453 4.355 -3.562
H -4.768 -2.316 1.392
H 3.920 1.219 1.419
H 4.965 -4.194 -0.239
H -3.827 -3.941 -3.172
H -1.243 5.531 -4.081
H 5.371 -1.833 1.293
H 0.805 -1.302 5.569
H 3.309 -4.457 -0.791
H -3.693 -0.404 2.039
H -2.006 -3.005 -1.840
H -4.522 -0.352 -3.435
H 4.466 0.414 2.888
H 2.282 -3.231 6.090
*
```

For the highest occupied orbital energy (alpha / beta), the calculation gives -0.3754 / -0.4118 Eh. The LUMO energy (alpha / beta) is -2.79 / -4.89 eV.

Löwdin atomic charge list, values in e, 2 entries: atom 1 (Bi): 1.5182, atom 2 (Ge): 0.8904

---

No. 6
C10H9BrN2OS | the ωB97M-V functional and the def2-TZVPD basis

```
! RIJCOSX wB97M-V def2-TZVPD def2/J DEFGRID3
* xyz 0 1
Br 3.857 1.851 0.029
S 4.360 -1.097 -1.076
O 1.138 -0.905 -1.669
N 2.978 -0.562 1.106
N 0.651 1.111 -0.582
C -1.568 0.098 -0.783
C -3.514 1.398 -0.240
C 3.212 -1.809 1.180
C -1.336 2.407 -0.137
C 3.382 0.010 -0.048
C 1.313 0.088 -1.047
C -2.710 2.501 -0.003
C 3.989 -2.460 0.071
C -0.765 1.201 -0.522
C -2.940 0.201 -0.633
H 4.917 -2.910 0.430
H -4.584 1.466 -0.115
H -0.707 3.258 0.067
H 3.401 -3.220 -0.449
H -3.153 3.439 0.295
H 1.175 1.878 -0.171
H 2.848 -2.382 2.015
H -1.126 -0.838 -1.087
H -3.559 -0.663 -0.817
*
```

For the highest occupied orbital energy (alpha / beta), the calculation gives -0.2710 / -0.2711 Eh. The LUMO energy (alpha / beta) is 0.31 / 0.30 eV. Its energy above the lowest of the compared OMol25 structures with the same formula, charge and spin is 0.399 eV.

natural (NBO) atomic charge list, values in e, 2 entries: atom 1 (Br): 0.0506, atom 2 (S): 0.2488

---

No. 7
C10H16O | the ωB97M-V functional and the def2-TZVPD basis

```
! RIJCOSX wB97M-V def2-TZVPD def2/J DEFGRID3
* xyz 0 1
O -0.435 1.446 -1.790
C -0.759 -1.528 0.160
C 0.379 -1.210 2.668
C 1.079 0.528 -3.191
C -1.458 -0.659 0.966
C 1.355 2.882 -2.387
C -1.637 0.177 3.248
C 1.079 -2.013 1.825
C -0.795 -0.572 2.204
C 0.403 1.746 -2.840
C 0.451 -2.174 0.537
H 2.004 2.402 -1.568
H 1.936 -2.586 2.198
H -1.078 0.881 3.982
H -0.168 2.054 -3.660
H -1.037 -1.724 -0.850
H 1.936 3.003 -3.360
H 0.551 -1.025 3.782
H 1.073 -2.679 -0.168
H -2.034 -0.500 3.947
H 1.841 0.155 -2.398
H -2.510 -0.284 0.904
H 0.825 3.779 -2.187
H -2.621 0.633 2.966
H 0.486 -0.324 -3.448
H 1.881 0.538 -4.092
H -0.178 1.054 -0.868
*
```

For the highest occupied orbital energy, the calculation gives -0.3260 Eh. The LUMO energy is 0.93 eV. Its energy above the lowest of the compared OMol25 structures with the same formula, charge and spin is 3.282 eV. As for the structure (SMILES): Cc1ccccc1.CC(C)O.

natural (NBO) atomic charge list, values in e, 2 entries: atom 1 (O): -0.7685, atom 2 (C): -0.2071

---

No. 8
H7O4 | the ωB97M-V functional and the def2-TZVPD basis

```
! RIJCOSX wB97M-V def2-TZVPD def2/J DEFGRID3
* xyz 0 2
O 0.404 -0.113 2.386
O 0.213 0.913 -0.014
O 0.460 -2.811 -0.381
O -1.440 1.763 -2.132
H 1.014 1.442 -0.178
H -1.848 0.922 -1.906
H -0.983 2.030 -1.326
H 0.074 -2.198 -1.022
H 1.333 -0.014 2.620
H 0.385 -2.284 0.424
H 0.388 0.350 1.528
*
```

For the highest occupied orbital energy (alpha / beta), the calculation gives -0.4221 / -0.4221 Eh. The LUMO energy (alpha / beta) is 0.10 / -3.87 eV. Its energy above the lowest of the compared OMol25 structures with the same formula, charge and spin is 0.000 eV.

natural (NBO) atomic charge list, values in e, 2 entries: atom 1 (O): -0.9182, atom 2 (O): -0.4435

---

No. 9
C11H10ClCrN2O5 | the ωB97M-V functional and the def2-TZVPD basis

```
! RIJCOSX wB97M-V def2-TZVPD def2/J DEFGRID3
* xyz -1 5
Cr 0.118 0.040 -0.821
Cl 0.702 -1.607 6.150
O -0.821 2.424 -3.983
O -0.861 -2.178 -4.001
O 0.150 1.445 0.571
O 0.233 -1.359 -2.221
O -0.509 -1.228 0.411
N 1.576 1.338 -1.747
N -0.946 0.889 -2.256
C -0.455 1.949 -2.911
C 0.291 -1.448 4.447
C 0.322 -0.155 2.400
C -1.661 -0.142 -3.000
C -0.407 -2.479 3.820
C -0.326 -1.238 1.732
C 0.618 1.056 1.741
C -0.702 -2.356 2.468
C -0.715 -1.349 -3.125
C 0.653 -0.314 3.770
C 0.758 2.509 -2.166
H 1.176 0.485 4.284
H 2.330 1.621 -1.135
H 1.175 1.802 2.311
H -1.965 0.202 -3.985
H -2.544 -0.474 -2.450
H -0.691 -3.362 4.376
H 1.302 3.199 -2.805
H -1.208 -3.157 1.940
H 1.972 0.874 -2.559
H 0.434 3.013 -1.256
*
```

For the highest occupied orbital energy (alpha / beta), the calculation gives -0.1090 / -0.1955 Eh. The LUMO energy (alpha / beta) is 2.58 / 2.47 eV.

natural (NBO) atomic charge list, values in e, 2 entries: atom 1 (Cr): 1.4031, atom 2 (Cl): -0.0638

---

No. 10
C23H20BrF6N3O6S2Sn | the ωB97M-V functional and the def2-TZVPD basis

```
! RIJCOSX wB97M-V def2-TZVPD def2/J DEFGRID3
* xyz 0 1
Sn -0.167 0.062 0.379
Br 0.404 -0.296 3.134
S 0.581 1.377 -2.737
S 0.308 2.904 -0.597
F -1.865 2.603 -3.196
F 1.724 5.060 -1.271
F -0.123 3.542 -4.025
F -0.915 1.726 -4.892
F -0.405 5.365 -1.332
F 0.615 5.274 0.560
O -0.149 -2.501 0.188
O 0.770 2.516 0.704
O -1.082 2.657 -0.830
O -2.419 -1.264 -0.809
O -0.180 0.354 -2.063
O 1.496 0.912 -3.712
N -4.342 -0.007 -1.046
N 1.219 2.413 -1.762
N -4.954 0.700 -2.065
C 4.443 0.198 4.090
C 4.269 -0.145 -0.725
C -7.068 -1.292 1.078
C 2.869 -0.237 -0.674
C -3.148 -0.548 -1.506
C 2.340 -0.082 3.001
C 0.580 4.758 -0.666
C 5.068 0.180 2.876
C -4.368 1.514 -4.336
C -4.103 0.698 -3.127
C -6.382 -0.853 -0.038
C -4.415 -0.507 1.316
C 3.049 0.057 4.159
C 4.989 0.005 0.427
C 2.915 -0.080 1.715
C -6.437 -1.349 2.309
C 4.338 0.040 1.677
C -5.053 -0.449 0.081
C -5.874 1.768 -1.764
C -0.678 2.360 -3.737
C 2.158 -0.201 0.511
C -3.037 -0.112 -2.858
C -5.107 -0.974 2.422
H -1.034 -2.530 -0.203
H -2.209 -0.329 -3.500
H 5.005 0.305 5.004
H -6.412 1.541 -0.844
H 6.067 0.089 0.404
H 0.465 -2.689 -0.526
H 2.339 -0.317 -1.619
H -3.373 -0.209 1.402
H 2.544 0.046 5.111
H 6.142 0.270 2.815
H -6.599 1.854 -2.573
H -5.354 2.725 -1.650
H -8.098 -1.598 0.978
H -5.345 1.304 -4.768
H -6.983 -1.680 3.178
H -4.334 2.574 -4.083
H 4.764 -0.183 -1.685
H -4.605 -1.039 3.377
H -3.601 1.305 -5.075
H -6.866 -0.851 -1.003
*
```

For the highest occupied orbital energy, the calculation gives -0.2943 Eh. The LUMO energy is 0.37 eV. Its energy above the lowest of the compared OMol25 structures with the same formula, charge and spin is 1.600 eV.

natural (NBO) atomic charge list, values in e, 2 entries: atom 1 (Sn): 1.2007, atom 2 (Br): 0.0847

---

No. 11
C14H54F6O13P | the ωB97M-V functional and the def2-TZVPD basis

```
! RIJCOSX wB97M-V def2-TZVPD def2/J DEFGRID3
* xyz -1 1
P -0.315 0.045 0.585
F 0.966 0.651 1.428
F 0.491 0.346 -0.784
F -0.952 1.517 0.534
F -1.530 -0.540 -0.288
F 0.337 -1.425 0.670
F -1.137 -0.231 1.930
O 0.792 0.109 4.337
O -2.585 3.378 2.237
O -4.705 -1.805 -1.145
O 5.361 0.709 -2.671
O -1.981 -1.844 -4.550
O 2.821 -2.044 4.141
O -2.235 -4.049 5.652
O 3.219 2.123 0.674
O -0.168 5.629 -0.287
O -3.513 -4.320 -0.720
O -4.126 0.649 0.473
O -2.492 0.417 4.484
O -3.394 1.757 -3.405
C -2.169 -4.193 -0.280
C -1.056 2.010 -3.895
C -2.691 -2.833 3.652
C 4.117 1.206 1.290
C -1.561 -2.537 -3.321
C 1.054 4.087 -1.806
C -0.059 -2.422 -3.117
C -1.621 -3.441 4.494
C 4.287 1.656 -2.748
C 0.177 4.229 -0.549
C 3.024 0.896 -3.118
C 2.352 -2.664 2.924
C 5.524 1.625 0.947
C -2.151 2.197 -2.860
H -1.550 -4.752 -0.980
H -3.177 -2.020 4.180
H 4.518 2.369 -3.551
H -2.240 3.236 -2.542
H -4.510 -1.514 -2.045
H -3.412 -3.563 3.294
H -3.255 0.428 3.889
H 2.875 -3.597 2.730
H 0.320 -2.962 -2.246
H -1.608 -4.653 6.052
H 6.258 0.897 1.286
H -1.879 -3.580 -3.468
H -3.208 0.437 0.172
H 3.189 0.239 -3.981
H -4.597 -1.004 -0.584
H 1.472 -0.584 4.249
H -0.869 -2.703 4.782
H -0.049 2.208 -3.502
H -2.192 -2.384 2.784
H -1.882 -3.132 -0.286
H -1.178 2.703 -4.728
H -1.899 3.239 1.567
H -1.118 -4.256 3.948
H 3.936 0.178 0.940
H -4.268 1.576 0.236
H -1.730 0.273 3.885
H -2.029 -4.533 0.754
H 1.854 4.832 -1.788
H 0.240 -1.383 -2.985
H -3.393 0.798 -3.406
H 0.597 6.099 0.054
H 1.510 3.100 -1.890
H 2.314 1.771 0.649
H -1.911 1.632 -1.950
H 6.191 1.195 -2.651
H 5.618 1.658 -0.146
H -2.152 -2.119 -2.512
H 2.492 -1.982 2.077
H 1.273 -2.814 2.981
H 0.766 3.839 0.297
H -2.113 3.715 3.010
H 2.217 1.575 -3.383
H 3.953 1.222 2.380
H -0.788 3.748 -0.670
H -1.048 0.969 -4.220
H 0.693 0.444 3.426
H 5.741 2.619 1.338
H 3.621 -2.507 4.390
H 2.772 0.213 -2.303
H 4.098 2.156 -1.795
H -1.495 -2.236 -5.281
H -3.950 -3.449 -0.661
H 0.450 4.288 -2.699
H 0.452 -2.817 -4.006
*
```

For the highest occupied orbital energy, the calculation gives -0.2754 Eh. The LUMO energy is 2.35 eV.

Löwdin atomic charge list, values in e, 2 entries: atom 1 (P): 0.1636, atom 2 (F): -0.1748